No. 1
Entry from the Open Molecules 2025 dataset: the molecule C20H23N3O6 in a non-equilibrium geometry (ωB97M-V with the def2-TZVPD basis set).

The spin multiplicity is 1. The total charge is 0. As for the gap between HOMO and LUMO: 7.27 eV. The lowest unoccupied orbital energy is 0.005 Eh.

Each atom is followed by the atoms it is bonded to, with distances in Å.
CARTESIAN COORDINATES (ANGSTROEM)
1 C -2.7669 3.3925 -5.7065  C2 1.397, H50 0.902, H51 1.188, H52 1.162
2 C -3.3299 2.3070 -5.0305  C1 1.397, C3 1.422, H48 1.063, H49 1.274
3 C -3.3803 2.5480 -3.6303  C2 1.422, O4 1.239, N5 1.647
4 O -4.3440 2.8268 -2.9030  C3 1.239
5 N -1.9578 2.5945 -2.8014  C3 1.647, C6 1.386, H47 0.902
6 C -1.7454 2.6592 -1.4330  N5 1.386, C7 1.358, C11 1.182
7 C -0.4987 2.3909 -0.9668  C6 1.358, C8 1.244, H46 1.230
8 C 0.1117 2.6724 0.0797  C7 1.244, C9 1.402, H45 1.105
9 C -0.8044 3.0929 1.0542  C8 1.402, C10 1.506, C14 1.415
10 C -2.2318 3.4263 0.7091  C9 1.506, C11 1.556, H13 1.116
11 C -2.6375 2.9668 -0.7211  C6 1.182, C10 1.556, H12 0.954
12 H -3.5250 3.2321 -0.9478  C11 0.954
13 H -2.8216 3.9188 1.5191  C10 1.116
14 C -0.5375 3.3219 2.4244  C9 1.415, O15 1.307, N16 1.454
15 O -0.5693 4.4742 3.0402  C14 1.307
16 N 0.0209 2.2457 3.2276  C14 1.454, N17 1.225, H44 1.104
17 N 0.2757 1.1873 2.6662  N16 1.225, C18 1.436, H43 1.040
18 C 1.2597 0.2380 3.1052  N17 1.436, O19 1.081, C20 1.574
19 O 1.9985 0.6161 3.7983  C18 1.081
20 C 1.3415 -1.1104 2.2970  C18 1.574, C21 1.392, C25 1.575
21 C 2.0937 -2.0905 2.9383  C20 1.392, C22 1.547, H42 1.130
22 C 2.0762 -3.5262 2.3624  C21 1.547, C23 1.494, O37 1.214
23 C 1.7093 -3.5712 0.9149  C22 1.494, C24 1.353, O32 1.236
24 C 1.0934 -2.5029 0.3584  C23 1.353, C25 1.394, O27 1.233
25 C 1.2400 -1.1658 0.7262  C20 1.575, C24 1.394, H26 1.168
26 H 0.6170 -0.2561 0.3410  C25 1.168
27 O 0.8912 -2.4776 -0.8578  C24 1.233, C28 1.472
28 C 0.3671 -1.6000 -1.9175  O27 1.472, H29 0.871, H30 1.120, H31 1.094
29 H 0.1471 -2.0261 -2.6451  C28 0.871
30 H 1.0046 -0.6878 -1.7907  C28 1.120
31 H -0.5505 -1.2101 -1.4678  C28 1.094
32 O 1.9628 -4.5478 0.2008  C23 1.236, C33 1.379
33 C 2.4519 -5.7682 0.6165  O32 1.379, H34 0.927, H35 1.178, H36 1.059
34 H 2.4862 -6.3684 -0.0891  C33 0.927
35 H 3.5472 -5.5485 0.9903  C33 1.178
36 H 1.9108 -6.3166 1.3424  C33 1.059
37 O 2.8146 -4.3358 2.8856  C22 1.214, C38 1.491
38 C 2.8958 -4.3754 4.3742  O37 1.491, H39 1.302, H40 0.873, H41 0.975
39 H 3.9067 -3.5557 4.3526  C38 1.302
40 H 2.2715 -4.1943 4.9566  C38 0.873
41 H 3.3486 -5.1927 4.6543  C38 0.975
42 H 2.1569 -2.1711 4.0638  C21 1.130
43 H -0.3644 0.6982 2.0079  N17 1.040
44 H 0.5243 2.4763 4.1830  N16 1.104
45 H 1.1418 2.4060 0.3798  C8 1.105
46 H 0.2379 2.2476 -1.9410  C7 1.230
47 H -1.3847 2.2532 -3.4083  N5 0.902
48 H -4.3640 2.1767 -5.2414  C2 1.063
49 H -2.5857 1.3002 -5.2670  C2 1.274
50 H -3.2502 4.1254 -5.4984  C1 0.902
51 H -1.6241 3.6039 -5.4608  C1 1.188
52 H -2.6309 3.2007 -6.8449  C1 1.162


No. 2
Entry from the Open Molecules 2025 dataset: the molecule C20H23N3O7S in a non-equilibrium geometry (ωB97M-V with the def2-TZVPD basis set).

The spin multiplicity is 1. The total charge is 0. As for the gap between HOMO and LUMO: 8.85 eV. The lowest unoccupied orbital energy is 0.001 Eh.

Each atom is followed by the atoms it is bonded to, with distances in Å.
CARTESIAN COORDINATES (ANGSTROEM)
1 C 3.2527 -1.2445 -1.6866  C2 1.523, H52 1.086, H53 1.087, H54 1.086
2 C 2.7129 -2.5932 -1.2306  C1 1.523, H3 1.094, H4 1.093, O5 1.425
3 H 3.3850 -3.0389 -0.4917  C2 1.094
4 H 2.5939 -3.2677 -2.0820  C2 1.093
5 O 1.4035 -2.4891 -0.6779  C2 1.425, C6 1.330
6 C 1.2871 -2.1099 0.5917  O5 1.330, N7 1.326, C11 1.415
7 N 2.3843 -1.8198 1.2777  C6 1.326, C8 1.322
8 C 2.2821 -1.4428 2.5409  N7 1.322, C9 1.384, H51 1.082
9 C 1.0754 -1.3164 3.2057  C8 1.384, C10 1.383, H50 1.077
10 C -0.0762 -1.6300 2.5070  C9 1.383, C11 1.392, H49 1.080
11 C 0.0025 -2.0448 1.1805  C6 1.415, C10 1.392, C12 1.475
12 C -1.2474 -2.4453 0.5071  C11 1.475, O13 1.209, O14 1.338
13 O -2.3238 -2.4836 1.0563  C12 1.209
14 O -1.0716 -2.7671 -0.7801  C12 1.338, C15 1.417
15 C -2.1806 -3.3147 -1.4722  O14 1.417, H16 1.097, H17 1.094, C18 1.525
16 H -2.3135 -4.3624 -1.1764  C15 1.097
17 H -1.9174 -3.2826 -2.5334  C15 1.094
18 C -3.5384 -2.6541 -1.2618  C15 1.525, O19 1.210, N20 1.366
19 O -4.5373 -3.3356 -1.2320  C18 1.210
20 N -3.6555 -1.2964 -1.1646  C18 1.366, C21 1.390, H48 1.016
21 C -2.7677 -0.2267 -1.1683  N20 1.390, C22 1.396, C26 1.400
22 C -1.5669 -0.2075 -1.8795  C21 1.396, C23 1.384, H47 1.076
23 C -0.7762 0.9283 -1.8677  C22 1.384, C24 1.381, H46 1.079
24 C -1.1802 2.0501 -1.1711  C23 1.381, C25 1.383, S29 1.795
25 C -2.3804 2.0572 -0.4837  C24 1.383, C26 1.379, H28 1.078
26 C -3.1664 0.9240 -0.4780  C21 1.400, C25 1.379, H27 1.080
27 H -4.1053 0.9212 0.0555  C26 1.080
28 H -2.6934 2.9592 0.0174  C25 1.078
29 S -0.1909 3.5470 -1.2141  C24 1.795, O30 1.432, O31 1.433, N32 1.661
30 O -1.0833 4.6540 -1.0442  S29 1.432
31 O 0.6568 3.4870 -2.3674  S29 1.433
32 N 0.8145 3.5514 0.1079  S29 1.661, C33 1.443, C40 1.442
33 C 0.2281 3.6988 1.4184  N32 1.443, H34 1.089, C35 1.534, H45 1.096
34 H -0.7207 4.2188 1.2942  C33 1.089
35 C 0.0455 2.3361 2.0979  C33 1.534, H36 1.091, O37 1.412, H44 1.101
36 H -0.2421 2.4611 3.1429  C35 1.091
37 O 1.2589 1.6143 2.1134  C35 1.412, C38 1.411
38 C 1.7472 1.3979 0.8072  O37 1.411, H39 1.091, C40 1.531, H43 1.102
39 H 2.6778 0.8419 0.9275  C38 1.091
40 C 1.9953 2.7234 0.0833  N32 1.442, C38 1.531, H41 1.089, H42 1.096
41 H 2.2595 2.5666 -0.9617  C40 1.089
42 H 2.8038 3.2663 0.5856  C40 1.096
43 H 1.0268 0.7875 0.2393  C38 1.102
44 H -0.7257 1.7487 1.5755  C35 1.101
45 H 0.9007 4.3160 2.0248  C33 1.096
46 H 0.1442 0.9694 -2.4286  C23 1.079
47 H -1.2506 -1.0595 -2.4557  C22 1.076
48 H -4.5971 -1.0451 -0.8790  N20 1.016
49 H -1.0526 -1.5759 2.9655  C10 1.080
50 H 1.0394 -0.9889 4.2306  C9 1.077
51 H 3.2230 -1.2310 3.0306  C8 1.082
52 H 3.4130 -0.5972 -0.8294  C1 1.086
53 H 2.5498 -0.7668 -2.3644  C1 1.087
54 H 4.1976 -1.3887 -2.2023  C1 1.086


No. 3
Entry from the Open Molecules 2025 dataset: the molecule C20H23NO6 (ωB97M-V with the def2-TZVPD basis set).

The spin multiplicity is 1. The total charge is 0. As for the gap between HOMO and LUMO: 9.11 eV. The lowest unoccupied orbital energy is 0.026 Eh.

Each atom is followed by the atoms it is bonded to, with distances in Å.
CARTESIAN COORDINATES (ANGSTROEM)
1 C 6.9475 -1.0677 2.8446  H2 1.087, H3 1.092, H4 1.092, O5 1.422
2 H 7.4871 -0.3079 3.4034  C1 1.087
3 H 7.4052 -1.2226 1.8656  C1 1.092
4 H 6.9474 -2.0160 3.3855  C1 1.092
5 O 5.6185 -0.5850 2.6956  C1 1.422, C6 1.338
6 C 4.7629 -1.3910 2.0558  O5 1.338, O7 1.203, C8 1.511
7 O 5.0690 -2.4644 1.6083  C6 1.203
8 C 3.3826 -0.7811 1.9881  C6 1.511, H9 1.093, H10 1.089, C11 1.536
9 H 2.7654 -1.2872 2.7350  C8 1.093
10 H 3.4418 0.2742 2.2497  C8 1.089
11 C 2.7602 -0.9857 0.5986  C8 1.536, C12 1.493, H49 1.091, H50 1.091
12 C 1.3011 -0.6690 0.6070  C11 1.493, C13 1.387, C16 1.410
13 C 0.2718 -1.5563 0.8829  C12 1.387, N14 1.350, C39 1.491
14 N -0.8959 -0.8806 0.8259  C13 1.350, C15 1.367, H38 1.012
15 C -0.6579 0.4308 0.5209  N14 1.367, C16 1.392, C21 1.454
16 C 0.7173 0.5951 0.3853  C12 1.410, C15 1.392, C17 1.489
17 C 1.4606 1.8445 0.0642  C16 1.489, H18 1.084, H19 1.089, H20 1.090
18 H 0.7698 2.6438 -0.1796  C17 1.084
19 H 2.1298 1.6798 -0.7796  C17 1.089
20 H 2.0660 2.1550 0.9153  C17 1.090
21 C -1.8029 1.3194 0.4047  C15 1.454, O22 1.211, O23 1.347
22 O -2.9462 0.9471 0.5513  C21 1.211
23 O -1.4714 2.5964 0.1308  C21 1.347, C24 1.424
24 C -2.5668 3.4910 -0.0378  O23 1.424, C25 1.507, H36 1.095, H37 1.095
25 C -3.2942 3.2722 -1.3398  C24 1.507, C26 1.388, C30 1.388
26 C -2.5959 2.8732 -2.4715  C25 1.388, C27 1.383, H35 1.081
27 C -3.2609 2.6738 -3.6680  C26 1.383, C28 1.384, H34 1.080
28 C -4.6274 2.8797 -3.7457  C27 1.384, C29 1.385, H33 1.080
29 C -5.3274 3.2804 -2.6203  C28 1.385, C30 1.383, H32 1.080
30 C -4.6650 3.4718 -1.4211  C25 1.388, C29 1.383, H31 1.080
31 H -5.2146 3.7726 -0.5411  C30 1.080
32 H -6.3947 3.4366 -2.6746  C29 1.080
33 H -5.1466 2.7241 -4.6799  C28 1.080
34 H -2.7098 2.3574 -4.5416  C27 1.080
35 H -1.5295 2.7100 -2.4079  C26 1.081
36 H -2.1184 4.4892 -0.0087  C24 1.095
37 H -3.2617 3.3764 0.8013  C24 1.095
38 H -1.8187 -1.2807 0.9384  N14 1.012
39 C 0.3180 -3.0164 1.1813  C13 1.491, H40 1.090, H41 1.097, O42 1.437
40 H 1.3352 -3.3355 1.4088  C39 1.090
41 H -0.3517 -3.2507 2.0177  C39 1.097
42 O -0.0758 -3.8123 0.0511  C39 1.437, C43 1.335
43 C -1.3849 -3.9250 -0.1868  O42 1.335, O44 1.204, C45 1.503
44 O -2.2336 -3.4010 0.4881  C43 1.204
45 C -1.6455 -4.7789 -1.3961  C43 1.503, H46 1.085, H47 1.086, H48 1.089
46 H -0.7723 -5.3795 -1.6290  C45 1.085
47 H -2.5134 -5.4075 -1.2179  C45 1.086
48 H -1.8667 -4.1245 -2.2374  C45 1.089
49 H 2.9194 -2.0230 0.2997  C11 1.091
50 H 3.2730 -0.3449 -0.1201  C11 1.091


No. 4
Entry from the Open Molecules 2025 dataset: the molecule C20H23NO6 (ωB97M-V with the def2-TZVPD basis set).

The spin multiplicity is 1. The total charge is 0. As for the gap between HOMO and LUMO: 8.60 eV. The lowest unoccupied orbital energy is 0.018 Eh.

Each atom is followed by the atoms it is bonded to, with distances in Å.
CARTESIAN COORDINATES (ANGSTROEM)
1 C 0.2052 0.9939 3.8203  C2 1.500, H48 1.091, H49 1.088, H50 1.088
2 C -0.6111 1.1586 2.5722  C1 1.500, C3 1.380, C7 1.391
3 C -1.2920 2.3346 2.3296  C2 1.380, C4 1.390, H47 1.078
4 C -2.0356 2.4764 1.1633  C3 1.390, C5 1.406, O38 1.350
5 C -2.1045 1.4671 0.1876  C4 1.406, C6 1.417, C34 1.447
6 C -1.4336 0.2526 0.4734  C5 1.417, C7 1.386, O9 1.364
7 C -0.7051 0.1253 1.6458  C2 1.391, C6 1.386, H8 1.078
8 H -0.2175 -0.8097 1.8718  C7 1.078
9 O -1.5999 -0.7899 -0.3896  C6 1.364, C10 1.405
10 C -0.5843 -1.7554 -0.4951  O9 1.405, H11 1.094, H12 1.096, C13 1.536
11 H -0.9567 -2.4817 -1.2232  C10 1.094
12 H -0.3962 -2.2656 0.4566  C10 1.096
13 C 0.6981 -1.1004 -1.0285  C10 1.536, O14 1.215, N15 1.351
14 O 0.7298 0.0926 -1.2564  C13 1.215
15 N 1.7514 -1.9105 -1.2699  C13 1.351, C16 1.450, C28 1.445
16 C 2.9816 -1.3350 -1.7787  N15 1.450, H17 1.094, C18 1.540, H33 1.090
17 H 3.3392 -1.9791 -2.5874  C16 1.094
18 C 4.0326 -1.2331 -0.6583  C16 1.540, H19 1.089, H20 1.090, C21 1.533
19 H 4.1032 -0.2106 -0.2917  C18 1.089
20 H 5.0106 -1.5289 -1.0383  C18 1.090
21 C 3.6268 -2.1604 0.4926  C18 1.533, C22 1.519, C26 1.530, H32 1.095
22 C 2.5171 -1.5515 1.3332  C21 1.519, O23 1.207, O24 1.327
23 O 1.6079 -2.1845 1.8126  C22 1.207
24 O 2.6630 -0.2468 1.5272  C22 1.327, H25 0.973
25 H 1.9085 0.1250 2.0172  O24 0.973
26 C 3.1659 -3.5070 -0.0700  C21 1.530, H27 1.089, C28 1.545, H31 1.090
27 H 2.9605 -4.2016 0.7433  C26 1.089
28 C 1.8847 -3.3029 -0.9081  N15 1.445, C26 1.545, H29 1.097, H30 1.087
29 H 1.9326 -3.9062 -1.8229  C28 1.097
30 H 1.0171 -3.6200 -0.3356  C28 1.087
31 H 3.9670 -3.9208 -0.6824  C26 1.090
32 H 4.4795 -2.3042 1.1640  C21 1.095
33 H 2.7454 -0.3511 -2.1843  C16 1.090
34 C -2.8247 1.7687 -1.0302  C5 1.447, C35 1.361, C43 1.494
35 C -3.4898 2.9514 -1.1339  C34 1.361, C36 1.456, C39 1.500
36 C -3.4643 3.9328 -0.0592  C35 1.456, O37 1.210, O38 1.363
37 O -4.0586 4.9867 -0.0611  C36 1.210
38 O -2.6880 3.6504 1.0254  C4 1.350, C36 1.363
39 C -4.2826 3.3658 -2.3382  C35 1.500, H40 1.089, H41 1.089, H42 1.087
40 H -3.6360 3.5075 -3.2035  C39 1.089
41 H -5.0386 2.6227 -2.5855  C39 1.089
42 H -4.7746 4.3100 -2.1179  C39 1.087
43 C -2.7886 0.8096 -2.1750  C34 1.494, H44 1.088, H45 1.088, H46 1.084
44 H -3.3346 -0.0980 -1.9266  C43 1.088
45 H -1.7556 0.5329 -2.3747  C43 1.088
46 H -3.2172 1.2487 -3.0692  C43 1.084
47 H -1.2683 3.1554 3.0280  C3 1.078
48 H 1.0888 1.6325 3.7842  C1 1.091
49 H -0.3744 1.2936 4.6911  C1 1.088
50 H 0.5166 -0.0399 3.9561  C1 1.088


Ordered calculated total energy results: -37846.816 -50751.119 -34889.836 -34889.744; unit eV.